Molecular formula: CH16O6
Method: DFT, ωB97M-V/def2-TZVPD

Properties
orbital gap = 0.4197 hartree
LUMO energy = 0.0222 hartree
charge = 0
structure (SMILES) = C.O.O.O.O.O.O
strongest force on any atom = 4.0 eV/A
energy relative to the best compared isomer or geometry (same formula, charge and spin) = 16.60 kcal per mole
E_HOMO = -0.3976 hartree

XYZ file:
```
23
Properties=species:S:1:pos:R:3:forces:R:3:lowdin_charge:R:1
C 1.80059 -0.64491 1.98768 0.518 -1.010 -0.414 -0.0398
H 1.48222 -1.68278 2.13075 -0.223 0.205 0.007 0.0188
H 1.63339 -0.38721 0.94332 -0.049 0.093 0.056 0.0055
H 2.88006 -0.66963 2.18210 -0.259 0.434 0.118 0.0201
H 1.23732 0.01040 2.62967 0.030 0.218 0.233 0.0016
H -1.30063 -1.56235 -1.94832 0.112 2.365 -0.295 0.0747
H -1.98052 -0.21638 -1.59633 -0.144 0.425 0.420 0.0236
O -1.24432 -0.54793 -2.10695 0.201 -2.832 -0.077 -0.0835
H 2.17079 2.13110 -0.20976 -1.812 -0.271 -0.872 0.0990
H 1.36551 1.25859 -1.23757 -0.119 0.787 0.333 0.0231
O 1.24665 2.00457 -0.59398 2.327 -0.291 0.097 -0.0872
H 0.39000 2.55946 2.34299 -0.786 -0.653 -1.349 0.0933
H 0.30227 2.23026 0.79964 1.459 0.144 -2.154 -0.0486
O -0.14222 2.15208 1.61109 -0.732 0.673 3.843 -0.0641
H -2.42783 -2.46879 -0.08194 0.115 -0.308 -0.033 0.0607
H -2.30342 -3.89609 -0.61274 -1.177 -3.135 0.593 -0.0034
O -2.01708 -3.04602 -0.74078 1.113 3.562 -0.525 -0.0112
H 0.49556 -0.11827 -2.54722 0.695 0.251 0.181 0.0246
H 1.52328 0.00249 -3.62598 0.477 0.015 -1.439 0.0264
O 1.44779 0.13065 -2.70155 -1.380 -0.334 1.421 -0.0636
H -2.97281 1.12394 1.10374 1.350 -0.717 -0.091 0.0593
H -1.42056 1.07643 1.28784 0.552 0.607 0.382 -0.0439
O -2.16603 0.56038 0.98431 -2.270 -0.227 -0.435 -0.0854
```
Positions in Å, forces in eV/Å.